# 1
78
Properties=species:S:1:pos:R:3:forces:R:3 method="wB97M-V/def2-TZVPD" fmax_ev_per_a=3.40 orbital_gap_ev=4.926 homo_energy_ev=-0.82 e_lumo_ev=4.1 charge=-2
Ta 0.0818 -2.1671 0.0745 -1.0 3.1 0.8
O 2.0158 -1.7238 3.8670 -0.1 0.0 0.1
C 1.7577 -1.7723 2.6803 -0.2 0.0 -0.1
O 0.5907 -1.7605 2.1236 0.2 -0.2 0.0
C 2.8943 -1.7965 1.6823 0.3 0.1 0.4
C 4.2488 -1.9389 2.0962 -0.5 0.1 0.1
C 5.2067 -1.9681 1.1452 0.3 0.0 -0.3
C 4.8500 -1.8273 -0.2258 0.3 0.0 0.0
C 5.7912 -1.8687 -1.2879 0.0 0.0 0.3
C 5.3854 -1.7067 -2.5771 -0.3 0.1 -0.2
C 4.0136 -1.4712 -2.8726 0.4 -0.1 -0.1
C 3.0917 -1.4373 -1.8744 -0.1 -0.1 0.3
C 3.4985 -1.6446 -0.5317 -0.5 0.2 -0.1
N 2.5408 -1.6492 0.4499 -0.1 -0.5 -0.6
H 4.4490 -2.0335 3.1533 0.0 0.0 0.0
H 6.2532 -2.0875 1.4075 0.0 0.0 0.0
H 6.8370 -2.0362 -1.0522 0.0 0.0 0.0
H 6.1069 -1.7568 -3.3844 0.0 0.0 0.0
H 3.7013 -1.3139 -3.8983 0.0 0.0 0.0
H 2.0434 -1.2404 -2.0681 0.1 0.0 0.0
F -6.1276 -2.9468 -2.9399 0.0 0.0 0.0
C -4.7948 -2.7372 -2.7178 -0.1 0.0 0.0
C -3.9755 -3.8242 -2.5201 0.2 -0.1 0.0
C -2.6170 -3.6052 -2.3099 -0.1 -0.2 0.0
C -2.0768 -2.3198 -2.2942 0.4 0.2 0.0
C -0.6022 -2.0813 -2.0873 -0.4 -0.1 0.1
C -2.9566 -1.2543 -2.4800 -0.1 0.2 0.0
C -4.3165 -1.4494 -2.6958 0.2 0.1 0.0
H -4.3945 -4.8236 -2.5224 0.0 0.0 0.0
H -1.9652 -4.4542 -2.1277 0.0 0.0 0.0
H -0.3166 -1.1219 -2.5158 0.0 0.0 -0.1
H -0.0353 -2.8781 -2.5749 0.0 0.1 -0.1
H -2.5684 -0.2403 -2.4319 0.0 -0.1 0.0
H -4.9971 -0.6156 -2.8239 0.1 0.0 0.0
C 0.2711 -0.1160 -0.2109 -0.1 0.7 -0.4
C 0.2270 1.1305 -0.2433 0.2 -1.0 0.0
C 0.2412 2.5062 -0.2382 -0.1 0.7 -0.1
C -0.0093 3.2099 -1.5028 0.0 -0.1 0.4
C 0.4166 4.5303 -1.7615 -0.1 0.1 0.0
C 0.1698 5.1552 -2.9794 0.0 -0.2 0.1
C -0.5043 4.4954 -4.0055 0.1 0.0 0.2
C -0.9092 3.1821 -3.7810 0.0 -0.1 0.2
C -0.6654 2.5560 -2.5671 0.0 0.0 -0.2
C 0.4942 3.1642 1.0558 0.1 -0.1 -0.4
C -0.0116 4.4321 1.3926 0.1 0.1 0.1
C 0.2200 5.0045 2.6383 0.0 -0.1 0.0
C 0.9656 4.3368 3.6090 -0.1 0.0 -0.2
C 1.4624 3.0722 3.3011 0.0 0.0 -0.1
C 1.2286 2.5006 2.0583 0.0 -0.1 0.2
H 0.9646 5.0620 -0.9910 0.0 0.0 -0.1
H 0.5258 6.1690 -3.1346 0.0 0.0 0.0
H -0.7054 4.9870 -4.9500 0.0 0.0 0.0
H -1.4348 2.6365 -4.5586 0.0 0.0 0.0
H -0.9811 1.5289 -2.4135 0.0 0.1 0.0
H -0.6159 4.9609 0.6641 0.0 0.0 0.1
H -0.2074 5.9772 2.8609 0.0 0.0 0.0
H 1.1430 4.7828 4.5809 0.0 0.0 0.0
H 2.0429 2.5209 4.0347 -0.1 0.0 0.0
H 1.6063 1.5056 1.8400 0.0 0.1 0.0
Cl -3.3993 2.7387 5.4411 0.0 -0.2 -0.2
C -3.2335 1.5022 4.1901 -0.1 0.1 0.1
C -4.3562 0.7737 3.8204 0.0 0.0 0.0
C -4.2293 -0.1834 2.8277 0.0 0.1 0.1
C -2.9966 -0.4182 2.2237 -0.1 0.1 0.0
C -1.8845 0.3148 2.6157 0.0 0.1 0.1
C -2.0016 1.2904 3.6038 0.1 0.0 0.0
C -2.9443 -1.4279 1.1146 0.8 -0.3 -0.1
O -3.9523 -1.8773 0.6224 -0.3 0.0 -0.1
O -1.7315 -1.7776 0.7467 -0.4 -0.1 0.0
H -5.3090 0.9656 4.2986 0.0 0.0 0.0
H -5.0829 -0.7627 2.4991 0.0 0.0 0.0
H -0.9264 0.1356 2.1459 0.0 0.0 0.0
H -1.1436 1.8810 3.9018 0.0 0.0 -0.1
O 1.5258 -4.5177 1.5319 0.1 -0.4 0.0
S 0.7556 -4.6986 0.3249 -0.2 0.4 -0.2
O 0.7741 -5.9794 -0.2929 -0.1 -0.5 -0.2
O -0.6648 -4.1137 0.5171 1.1 -0.7 0.1
O 1.2518 -3.5839 -0.6962 0.3 -1.4 0.4

***

# 2
85
Properties=species:S:1:pos:R:3:forces:R:3 method="wB97M-V/def2-TZVPD" fmax_ev_per_a=0.69 orbital_gap_ev="4.160 / 4.156" homo_energy_ev="-0.37 / -0.37" e_above_lowest_ev=0.000 e_lumo_ev="3.8 / 3.8" charge=-2
Hf 0.9332 -0.4796 -0.1839 -0.5 -0.2 -0.5
Se 2.2345 -0.2067 -2.6851 0.0 -0.1 0.0
Se 4.5626 -0.5165 -2.5082 -0.2 0.1 -0.1
Te 4.4448 -2.4715 -0.9342 0.1 0.0 0.0
Se 3.3863 -1.0297 0.7979 0.1 0.0 0.3
S 2.0353 -4.8477 3.4329 0.0 0.0 0.1
C 2.0847 -6.3171 4.3227 0.0 -0.1 0.0
C 1.2430 -7.2443 3.7925 0.1 0.0 0.1
C 0.5408 -6.7621 2.6572 0.0 0.1 0.0
C 0.8572 -5.4650 2.3258 0.0 -0.1 -0.1
C 0.3293 -4.6641 1.2343 0.0 0.1 0.0
C 0.8620 -3.4388 0.9366 0.0 0.0 -0.1
N 0.4577 -2.6209 -0.0701 -0.1 0.1 0.3
C -0.6465 -3.0853 -0.8162 -0.1 0.1 -0.1
C -1.2601 -4.3606 -0.5520 0.1 0.0 -0.2
C -2.3949 -4.6981 -1.3957 0.0 -0.1 0.1
C -2.8582 -3.8689 -2.3454 -0.1 0.0 -0.1
C -2.2640 -2.5681 -2.5854 0.0 -0.2 0.2
C -2.6478 -1.7138 -3.5652 0.0 -0.1 0.0
C -1.9336 -0.4794 -3.7347 0.2 0.1 0.2
C -0.9614 -0.1651 -2.8138 -0.1 -0.1 -0.1
N -0.5815 -0.9457 -1.7764 0.0 0.2 -0.1
C -1.1643 -2.2250 -1.7203 0.1 0.1 -0.1
C -2.2276 0.4484 -4.8118 0.1 0.1 0.0
C -1.4696 1.4856 -5.3039 0.0 -0.1 0.0
C -2.1024 2.1909 -6.3565 -0.1 0.0 -0.1
C -3.3272 1.6899 -6.6787 0.0 0.1 0.0
S -3.7249 0.3558 -5.6714 -0.1 0.0 -0.1
C -0.7822 -5.1461 0.4429 0.0 0.0 0.0
H 2.7338 -6.4176 5.1775 0.0 0.0 0.0
H 1.1247 -8.2409 4.1956 0.0 0.0 0.0
H -0.1695 -7.3523 2.0983 0.0 0.0 0.0
H 1.6905 -3.0480 1.5152 0.0 -0.1 0.0
H -2.8642 -5.6639 -1.2352 0.0 0.0 0.0
H -3.6984 -4.1643 -2.9665 0.0 0.0 0.0
H -3.4586 -1.9883 -4.2314 0.0 0.0 0.0
H -0.4568 0.7897 -2.8762 0.0 0.0 -0.1
H -0.4764 1.7151 -4.9457 0.0 0.0 0.0
H -1.6447 3.0278 -6.8646 0.0 0.0 0.0
H -4.0028 2.0234 -7.4493 0.0 0.0 0.0
H -1.2490 -6.0991 0.6565 0.0 0.0 0.0
S -0.7592 6.5103 2.8134 0.0 -0.1 -0.1
C -0.2711 5.2498 1.8446 0.0 0.1 0.2
S -1.3046 3.9694 1.3356 0.1 0.1 0.0
C -0.1538 3.0505 0.3905 0.1 0.0 0.0
C 1.0898 3.5802 0.3730 -0.2 -0.2 -0.1
S 2.4668 2.8606 -0.4642 0.1 0.1 0.3
S 1.3316 5.0557 1.2670 0.0 0.0 0.0
S -0.7902 1.6491 -0.4081 0.3 -0.1 0.0
C -0.7619 1.6872 7.8080 0.0 0.0 0.1
C -0.4297 1.2933 6.3952 0.0 0.0 0.0
C 0.8769 1.0368 6.0127 0.0 0.0 0.0
C 1.2026 0.6789 4.7077 -0.1 0.0 0.0
C 2.6401 0.3873 4.3706 0.0 0.0 0.0
C 0.1653 0.5499 3.7745 0.1 0.0 0.1
C -1.1689 0.7708 4.1419 0.1 0.0 0.1
C -2.3036 0.6326 3.1654 0.0 0.0 0.0
C -1.4365 1.1614 5.4478 0.0 -0.1 0.0
C 0.4659 0.1978 2.3561 0.1 0.2 -0.1
O 1.3432 0.8359 1.7092 0.1 0.0 0.0
O -0.1718 -0.7156 1.7582 0.0 -0.1 0.3
H 0.1355 1.9662 8.3608 0.0 0.0 0.0
H -1.2420 0.8638 8.3428 0.0 0.0 0.0
H -1.4499 2.5343 7.8302 0.0 0.0 0.0
H 1.6746 1.1321 6.7420 0.0 0.0 0.0
H 3.2918 0.7544 5.1642 0.0 0.0 0.0
H 2.9375 0.8377 3.4292 0.0 0.1 -0.1
H 2.8010 -0.6890 4.2676 0.0 0.0 0.0
H -2.1861 1.3122 2.3185 0.0 0.0 0.0
H -3.2478 0.8578 3.6621 0.0 0.0 0.0
H -2.3448 -0.3702 2.7453 0.0 0.0 0.0
H -2.4652 1.3637 5.7288 0.0 0.0 0.0
O 2.9779 3.2993 -3.1844 0.0 0.0 -0.1
B 2.0725 3.3991 -2.1356 0.0 -0.1 0.0
O 0.8704 3.9580 -2.5447 -0.1 0.0 0.0
C 1.0111 4.1335 -3.8958 0.1 0.0 -0.1
C 0.0923 4.6157 -4.7984 0.0 0.0 0.1
C 0.5020 4.6778 -6.1297 0.0 0.0 0.0
C 1.7711 4.2669 -6.5196 0.0 0.0 0.0
C 2.6947 3.7790 -5.5955 0.0 0.0 0.1
C 2.2843 3.7293 -4.2833 -0.1 0.0 0.0
H -0.9001 4.9079 -4.4846 0.0 0.0 0.0
H -0.1905 5.0435 -6.8774 0.0 0.0 0.0
H 2.0457 4.3152 -7.5656 0.0 0.0 0.0
H 3.6789 3.4381 -5.8843 0.0 0.0 0.0

***

# 3
80
Properties=species:S:1:pos:R:3:forces:R:3 method="wB97M-V/def2-TZVPD" fmax_ev_per_a=0.75 orbital_gap_ev=5.634 homo_energy_ev=-6.49 e_above_lowest_ev=1.383 e_lumo_ev=-0.9
Ba -0.7657 -0.2167 0.6136 0.7 -0.2 -0.2
N -3.5974 -3.6439 -1.3995 0.1 0.1 -0.1
C -2.9710 -2.5205 -1.0161 -0.2 -0.1 0.0
N -2.6251 -2.2543 0.1979 0.2 0.1 0.2
C -2.8171 -3.1926 1.1928 -0.2 -0.3 0.1
N -2.3971 -3.0663 2.4116 0.0 0.0 0.0
N -1.7148 -1.8899 2.6500 0.1 0.0 0.1
C -1.2175 -1.8077 3.8199 -0.2 -0.1 0.0
C -0.4694 -0.6268 4.2777 0.0 -0.1 0.2
C 0.0006 -0.6078 5.5885 0.0 0.2 -0.1
C 0.6781 0.5177 6.0301 0.0 0.0 0.0
C 0.8634 1.5771 5.1585 0.0 0.0 0.0
C 0.3696 1.4647 3.8656 0.0 0.0 0.0
N -0.2773 0.3899 3.4315 0.0 -0.1 -0.1
C -3.5472 -4.4222 0.8520 0.0 -0.1 0.0
C -3.8685 -5.4002 1.7984 0.0 0.0 0.0
C -4.5326 -6.5455 1.4185 0.0 0.0 0.0
C -4.8857 -6.7424 0.0831 0.0 0.0 0.0
C -4.5810 -5.7924 -0.8676 0.0 0.0 0.0
C -3.9142 -4.6328 -0.4766 0.0 0.0 0.1
H -3.7973 -3.7818 -2.3764 0.0 0.0 0.0
H -2.7789 -1.7887 -1.7923 0.1 0.0 0.0
H -1.3618 -2.6183 4.5350 0.0 0.0 0.0
H -0.1669 -1.4509 6.2442 0.0 0.0 0.0
H 1.0528 0.5663 7.0440 0.0 0.0 0.0
H 1.3805 2.4756 5.4639 0.0 0.0 0.0
H 0.4904 2.2640 3.1421 0.0 0.0 0.0
H -3.5784 -5.2320 2.8252 0.0 0.0 0.0
H -4.7794 -7.2991 2.1535 0.0 0.0 0.0
H -5.4020 -7.6462 -0.2109 0.0 0.0 0.0
H -4.8505 -5.9364 -1.9062 0.0 0.0 0.0
F 3.1702 -5.1985 -2.7185 0.1 -0.2 0.0
C 2.2898 -4.1779 -2.6041 0.0 -0.1 0.0
F 1.1180 -4.6661 -3.0421 -0.1 0.0 0.0
F 2.6977 -3.2513 -3.4802 0.0 0.1 0.0
C 2.2264 -3.6797 -1.1866 0.1 0.0 0.2
C 3.0059 -4.3008 -0.2328 0.0 0.0 -0.1
C 2.9677 -3.8669 1.0866 0.0 0.1 0.1
C 2.1310 -2.8087 1.3770 0.1 -0.1 0.0
N 1.3731 -2.1970 0.4731 -0.2 0.2 0.1
C 1.3819 -2.5967 -0.8164 -0.1 -0.1 -0.5
S 0.3768 -1.7787 -1.9704 0.0 0.0 0.4
H 3.6458 -5.1237 -0.5189 0.0 0.0 0.0
H 3.5667 -4.3332 1.8547 0.0 0.0 0.0
H 2.0600 -2.4219 2.3896 0.0 0.0 0.0
O -2.3304 1.3988 -0.6404 -0.3 -0.1 -0.1
C -1.6783 2.1782 0.0870 -0.2 0.5 -0.3
C -1.6385 3.5995 -0.3684 0.3 0.1 0.2
C -2.7468 4.4311 -0.4733 -0.1 0.0 0.0
C -2.5862 5.7606 -0.8313 -0.1 0.0 0.0
C -1.3214 6.2599 -1.1082 0.1 0.0 0.0
C -0.2110 5.4290 -1.0356 -0.2 0.1 0.0
C -0.3588 4.0992 -0.6545 0.0 0.0 0.0
P 1.0304 2.9036 -0.5654 -0.1 0.0 0.2
C 1.0539 2.1985 -2.2490 0.0 -0.1 0.0
C -0.0457 2.2260 -3.1006 0.0 0.0 0.0
C -0.0031 1.5571 -4.3175 0.0 0.0 0.0
C 1.1317 0.8606 -4.6974 0.0 0.0 0.0
C 2.2316 0.8250 -3.8510 0.0 0.0 0.0
C 2.1885 1.4798 -2.6333 0.0 0.0 0.0
C 2.4845 4.0138 -0.5862 0.1 0.0 -0.1
C 3.0179 4.5780 -1.7455 0.0 0.0 0.0
C 4.1079 5.4311 -1.6766 0.0 0.0 0.0
C 4.6801 5.7348 -0.4480 0.0 0.0 0.0
C 4.1627 5.1758 0.7097 0.0 0.0 0.0
C 3.0770 4.3144 0.6370 0.0 0.0 0.0
H -3.7338 4.0346 -0.2669 0.0 0.0 0.0
H -3.4495 6.4108 -0.8984 0.0 0.0 0.0
H -1.1959 7.2989 -1.3855 0.0 0.0 0.0
H 0.7661 5.8304 -1.2670 0.0 0.0 0.0
H -0.9432 2.7608 -2.8189 0.0 0.0 0.0
H -0.8697 1.5848 -4.9661 0.0 0.0 0.0
H 1.1573 0.3320 -5.6413 0.0 0.0 0.0
H 3.1144 0.2624 -4.1257 0.0 0.0 0.0
H 3.0439 1.4220 -1.9690 0.0 0.0 0.0
H 2.5776 4.3410 -2.7064 0.0 0.0 0.0
H 4.5100 5.8600 -2.5856 0.0 0.0 0.0
H 5.5317 6.4009 -0.3978 0.0 0.0 0.0
H 4.6088 5.4006 1.6700 0.0 0.0 0.0
H 2.6861 3.8672 1.5442 0.0 0.0 0.0